# C6H4N2O2

C6H4N2O2 in the gas phase (wB97M-V/def2-TZVPD, OMol25).

```
! RIJCOSX wB97M-V def2-TZVPD def2/J DEFGRID3
* xyz 0 1
O 0.2692 -2.2170 -1.4522
O -2.9112 1.1993 -0.7828
N -0.1654 0.7373 1.0133
N 1.9039 0.8753 1.4670
C 0.4710 -0.1963 0.2439
C -2.2735 0.2876 -1.0928
C -1.6137 -0.7686 -1.4807
C 0.7078 1.4261 1.7943
C 1.7898 -0.1248 0.5346
C -0.3290 -1.2656 -1.0626
H 2.7723 1.1864 1.8714
H -1.1575 0.8964 1.0475
H 2.6213 -0.6850 0.1594
H -2.0849 -1.3511 -2.2603
*
```

Atomic partial charges in e from the Mulliken method, atoms 1 to 8: atom 1 (O): -0.5042, atom 2 (O): -0.3176, atom 3 (N): 0.1006, atom 4 (N): 0.0361, atom 5 (C): 0.1045, atom 6 (C): 0.7301, atom 7 (C): -0.7993, atom 8 (C): -0.5733



# C6H4N4

C6H4N4 in the gas phase (wB97M-V/def2-TZVPD, OMol25).

```
! RIJCOSX wB97M-V def2-TZVPD def2/J DEFGRID3
* xyz 0 1
N -1.2637 2.5324 1.1060
N -0.6145 0.5490 0.4760
N 1.1826 4.7583 -0.1806
N 1.2367 0.5371 -0.6696
C -1.5968 1.2846 1.0912
C 0.3615 1.3939 -0.0761
C 0.7675 -0.7318 -0.5471
C -0.0268 2.6443 0.4442
C 0.5148 3.8920 0.1626
C -0.3864 -0.7464 0.1439
H -2.5527 1.0716 1.5339
H -0.9544 -1.6431 0.2937
H 1.4266 -1.4354 -0.9973
H 1.6527 0.9698 -1.4801
*
```

Computed properties:
Structure (SMILES): N#Cc1ncn2cc[nH]c12

Atomic partial charges in e from the Mulliken method, atoms 1 to 8: atom 1 (N): -0.6092, atom 2 (N): 0.1387, atom 3 (N): -0.5126, atom 4 (N): -0.2152, atom 5 (C): -0.0308, atom 6 (C): 0.1419, atom 7 (C): -0.5013, atom 8 (C): 0.0535



# C6H4N4O2S

C6H4N4O2S in the gas phase (wB97M-V/def2-TZVPD, OMol25).

```
! RIJCOSX wB97M-V def2-TZVPD def2/J DEFGRID3
* xyz 0 1
S -1.0096 1.0512 0.1623
O -1.3991 1.2611 1.5102
O -1.2151 2.0579 -0.8186
N -1.1129 -2.3187 1.3094
N 1.0081 -0.1870 -0.8982
N -4.2714 -0.2718 -0.8467
N 0.6262 0.5733 0.1403
C 2.7744 0.2520 0.4136
C 1.6738 0.8615 0.9563
C -3.1511 -0.4671 -0.7350
C -1.7594 -0.7014 -0.5742
C -1.4154 -1.6193 0.4583
C 2.2951 -0.3913 -0.7465
H -1.1942 -0.8355 -1.4930
H 3.7784 0.2599 0.7856
H 1.5330 1.4613 1.8292
H 2.8389 -0.9863 -1.4530
*
```

Computed properties:
Structure (SMILES): N#CC(C#N)S(=O)(=O)n1cccn1

Atomic partial charges in e from the Mulliken method, atoms 1 to 8: atom 1 (S): 1.0263, atom 2 (O): -0.5393, atom 3 (O): -0.5735, atom 4 (N): -0.3940, atom 5 (N): -0.7664, atom 6 (N): -0.3733, atom 7 (N): 0.5281, atom 8 (C): -0.7292



Frontier orbital gap list, top to bottom, in eV: 8.426, 8.741, 10.033
E_HOMO list, top to bottom, in eV: -8.571, -8.230, -10.678
Total energy list, top to bottom, in Ha: -490.9265, -450.0124, -998.6343